1:
Computed, not measured: a molecular structure, C38H28N6O5S2SnTe, with ωB97M-V/def2-TZVPD.

Molecular weight (g mol⁻¹): 959.12
LUMO energy (spin up / spin down) (Eh): 0.1315 / 0.1132
HOMO (spin up / spin down) (eV): -1.133 / -1.137
Charge: -2

```
81
Properties=species:S:1:pos:R:3:mulliken_charge:R:1
Sn -0.43160 0.95099 0.76576 0.62
C -2.34411 -0.36351 4.66949 -0.93
C -3.22531 -1.35648 4.26892 -0.74
C -3.22856 -1.77185 2.95159 -0.75
C -2.35589 -1.19953 2.02162 -0.37
C -1.45953 -0.19407 2.40600 0.46
C -1.48416 0.20688 3.74411 0.51
C -2.40234 -1.63039 0.60055 0.99
C -3.31253 -2.58405 0.13388 -1.22
C -3.29344 -2.91484 -1.19989 -1.43
C -2.40026 -2.33070 -2.08999 1.21
C -2.31460 -2.93685 -3.41008 -0.33
C -1.49892 -2.69482 -4.43935 -1.27
C -0.45408 -1.64822 -4.54652 -0.17
C -0.58286 -0.61073 -2.34721 -1.48
C -1.54429 -1.32891 -1.56605 -0.56
N -1.55484 -1.04319 -0.23879 0.77
H -2.34535 -0.01567 5.69581 0.41
H -3.92060 -1.79596 4.97463 0.37
H -3.93647 -2.53529 2.65563 0.29
H -0.82849 1.00214 4.06907 0.33
H -4.01044 -3.06574 0.80006 0.31
H -3.95799 -3.68990 -1.56802 0.37
H -3.01595 -3.75557 -3.54775 0.22
H -1.60129 -3.33995 -5.30624 0.36
H -0.23218 -1.43765 -5.59888 0.41
H 1.09386 0.46867 -2.08014 0.44
O -0.86737 6.53645 3.63109 -0.66
C -0.89009 5.38159 3.25096 0.32
C 0.19885 4.35928 3.40028 0.31
O 1.23983 4.49120 4.05265 -0.71
C -0.20148 3.19029 2.65136 0.47
C -1.50312 3.36967 2.11627 0.84
O -2.08903 2.51583 1.40449 -0.82
C -2.02322 4.69461 2.52119 0.05
O -3.13959 5.14247 2.33103 -0.67
O 0.50871 2.13318 2.47490 -0.81
N -2.14196 0.06458 -4.03069 -0.41
C -0.75037 -0.32589 -3.80984 1.25
N 0.63578 -0.38643 -1.72990 0.45
C 1.36123 -1.56708 -1.45061 0.70
C 1.48352 -2.52605 -2.38704 -0.67
S 1.22223 -2.36875 -4.12345 -0.36
C 1.86744 -1.75882 -0.07893 -0.54
C 2.79033 -2.68146 0.28825 -0.35
S 3.09273 -2.59828 1.98405 -0.23
C 1.95068 -1.28657 2.08884 0.33
N 1.41163 -0.95673 0.94974 0.46
N 1.62638 -0.73529 3.27722 0.00
H -2.31406 0.88993 -3.46225 0.49
H -2.22162 0.36807 -4.99985 0.41
H 1.87090 -3.49850 -2.10897 0.30
H 3.32215 -3.38185 -0.32874 0.47
H 2.30690 -0.74863 4.02336 0.21
H 1.02922 0.08435 3.25010 -0.47
C -1.32186 3.04281 -7.05086 -1.44
C -0.80779 2.52327 -5.73100 1.73
C -0.15319 1.33601 -5.66141 -2.03
C 0.26194 0.77993 -4.32501 0.25
N 0.41019 1.78935 -3.28589 -0.59
C -0.27630 2.89510 -3.42367 -0.46
C -0.98029 3.30350 -4.55965 -1.22
H -0.72009 2.66685 -7.88044 0.37
H -1.30673 4.13417 -7.07349 0.37
H -2.35509 2.72477 -7.21708 0.24
H 0.06411 0.76852 -6.56222 0.13
H 1.22239 0.26318 -4.43676 0.77
H -0.23219 3.56649 -2.56674 0.39
H -1.51808 4.24136 -4.57389 0.36
Te 2.63063 1.94722 4.25990 0.29
C 3.74263 0.11828 4.50693 -0.29
C 4.76935 -0.24673 3.63159 -0.19
C 5.60079 -1.32347 3.89942 -0.61
C 5.43303 -2.06231 5.06277 -0.33
C 4.40689 -1.73110 5.93625 -0.67
C 3.56689 -0.66447 5.65211 -0.09
H 4.91949 0.33392 2.72954 0.35
H 6.38923 -1.58145 3.20247 0.37
H 6.09670 -2.88830 5.28697 0.38
H 4.26204 -2.30486 6.84401 0.36
H 2.76090 -0.41801 6.33250 0.39
```

***

2:
Computed, not measured: a molecular structure, C38H28N6O5S2SnTe, with ωB97M-V/def2-TZVPD.

Molecular weight (g mol⁻¹): 959.12
LUMO energy (Eh): 0.1374
HOMO (eV): -1.015
Charge: -2

```
81
Properties=species:S:1:pos:R:3:mulliken_charge:R:1
Sn -0.17745 0.35058 1.01808 0.96
C -4.50162 -0.36425 2.38791 -0.79
C -5.26463 -0.50502 1.23763 -0.73
C -4.66433 -0.35177 -0.00056 -0.63
C -3.30181 -0.04935 -0.09827 1.64
C -2.50324 0.09877 1.05344 -0.58
C -3.14803 -0.07340 2.28673 0.16
C -2.66568 0.10342 -1.44523 0.26
C -3.35481 -0.19942 -2.65793 -1.30
C -2.69608 -0.09584 -3.84422 -1.29
C -1.33612 0.29066 -3.86953 1.69
C -0.56134 0.36677 -5.05320 -0.78
C 0.76177 0.69976 -4.98504 -0.68
C 1.36726 0.97742 -3.73912 -0.46
C 0.63955 0.92428 -2.58326 -0.01
C -0.73406 0.57843 -2.63162 -0.91
N -1.41790 0.49580 -1.46056 1.03
H -4.96022 -0.47718 3.36476 0.41
H -6.32280 -0.73372 1.30134 0.33
H -5.27536 -0.46290 -0.88508 0.30
H -2.56965 0.05393 3.19440 0.37
H -4.38270 -0.52318 -2.63844 0.35
H -3.19724 -0.33120 -4.77767 0.36
H -1.03236 0.13553 -6.00282 0.32
H 1.36338 0.72934 -5.88547 0.48
H 2.42527 1.20157 -3.69817 0.47
H 1.08479 1.10440 -1.61516 0.23
O 1.38449 1.84917 7.28023 -0.69
C 1.25023 1.57820 6.10495 0.51
C 0.02884 1.82304 5.26019 -0.24
O -0.98679 2.40624 5.62146 -0.75
C 0.31056 1.22918 3.96776 0.32
C 1.64393 0.72436 3.90099 0.78
O 2.15130 0.17276 2.89534 -1.12
C 2.28056 0.91297 5.22302 0.07
O 3.40650 0.59120 5.55858 -0.71
O -0.53931 1.19456 2.99068 -0.41
N 3.70354 1.14632 0.72890 -0.19
C 3.16673 2.30396 0.29924 0.19
N 1.89353 2.54875 0.35276 0.12
C 1.60151 3.80558 -0.09978 -0.10
C 2.65199 4.53115 -0.56632 -0.55
S 4.10893 3.60571 -0.39243 -0.33
C 0.20777 4.25396 0.00471 -0.37
C -0.21127 5.53487 -0.15312 -0.49
S -1.90131 5.64577 0.18445 -0.32
C -1.90838 3.94148 0.53314 0.18
N -0.76030 3.34404 0.37924 0.36
N -3.05569 3.31132 0.88039 -0.36
H 3.13620 0.61036 1.39347 0.19
H 4.69927 1.08338 0.82939 0.23
H 2.65806 5.52013 -0.98912 0.42
H 0.37833 6.40338 -0.38882 0.42
H -3.75401 3.85646 1.35607 0.25
H -2.93797 2.36245 1.21634 0.14
C -0.54346 -6.08078 3.39278 -1.47
C -0.54763 -4.65864 2.90910 1.45
C -1.04593 -4.31860 1.66026 -1.10
C -1.00756 -2.99364 1.25217 -0.49
N -0.50877 -2.02385 2.00703 0.36
C -0.02532 -2.33803 3.20635 -0.34
C -0.03262 -3.63170 3.69509 -0.96
H -0.98273 -6.74863 2.65220 0.34
H -1.10755 -6.18054 4.32193 0.32
H 0.47548 -6.41765 3.59019 0.33
H -1.44354 -5.07196 0.99257 0.28
H -1.37266 -2.70037 0.27349 0.56
H 0.38721 -1.52555 3.78937 0.18
H 0.37945 -3.83255 4.67628 0.43
Te 1.43697 -2.18803 -1.33482 -0.13
C 2.55764 -1.98453 -3.10794 -0.27
C 1.93818 -1.86339 -4.35915 -0.36
C 2.67078 -1.69773 -5.52472 -0.43
C 4.05884 -1.64069 -5.48599 -0.55
C 4.69268 -1.74611 -4.25317 -0.44
C 3.95675 -1.91050 -3.09006 -0.47
H 0.85561 -1.88938 -4.40607 0.51
H 2.14898 -1.60607 -6.47285 0.41
H 4.63424 -1.51103 -6.39557 0.36
H 5.77581 -1.69408 -4.19612 0.35
H 4.46733 -1.98018 -2.13702 0.35
```

***

2 is preferred energetically. Next in line: 109.6 kcal/mol higher.

***

1:
Computed, not measured: a single C10H8O3 molecule, with ωB97M-V/def2-TZVPD.

Molecular weight (g mol⁻¹): 176.17
LUMO energy (Eh): -0.0041
Structure (SMILES): COc1cc(=O)oc2ccccc12
HOMO (eV): -8.832

```
21
Properties=species:S:1:pos:R:3:mulliken_charge:R:1
C -2.19155 -2.10510 -0.98077 -1.05
O -1.75682 -1.04533 -0.19900 -0.36
C -0.62676 -0.52211 -0.67712 0.97
C -0.12345 -0.62519 -1.97907 -0.61
C 1.29719 -0.26715 -2.22875 0.32
O 1.84146 -0.43785 -3.31257 -0.58
O 1.93435 0.54387 -1.22037 -0.42
C 1.31171 0.76501 0.04570 0.41
C 1.88753 1.69395 0.85583 -0.49
C 1.40898 1.82445 2.12892 -0.31
C 0.16290 1.27055 2.50628 -0.37
C -0.50309 0.43974 1.68816 -0.75
C 0.07519 0.17444 0.36086 0.74
H -2.43359 -1.74356 -1.96042 0.45
H -1.58675 -2.98881 -0.90510 0.41
H -3.05776 -2.34415 -0.33704 0.22
H -0.66872 -1.31930 -2.72624 0.23
H 2.79074 2.34806 0.60143 0.31
H 1.89863 2.50087 2.91631 0.27
H -0.19504 1.83286 3.44520 0.24
H -1.46517 0.00474 1.97776 0.37
```

***

2:
Computed, not measured: a molecular structure, C10H8O3, with ωB97M-V/def2-TZVPD.

Molecular weight (g mol⁻¹): 176.17
LUMO energy (Eh): 0.0278
HOMO (eV): -9.169

```
21
Properties=species:S:1:pos:R:3:mulliken_charge:R:1
C 2.07999 2.93600 1.28983 -0.94
C 0.92765 0.78456 1.20262 0.18
C 0.70018 0.66515 0.05063 -0.02
C -0.26999 -0.37880 -0.57904 0.94
C -0.42453 -0.53162 -2.00689 -1.00
C -1.23344 -1.52707 -2.36076 -0.71
C -1.96241 -2.31441 -1.45680 -0.30
C -1.68060 -2.23164 -0.15065 -0.89
C -0.89634 -1.18909 0.22305 0.40
C 0.29179 -0.10315 2.26255 0.49
H 0.94605 2.94844 0.45014 0.26
H 2.96042 2.82581 0.82550 0.34
H 1.96929 3.68032 1.69333 0.47
H 1.48912 1.32285 -0.80490 0.20
H -0.20228 0.14126 -2.71235 0.46
H -1.48906 -1.63153 -3.24557 0.63
H -2.67087 -3.07806 -2.00436 0.24
H -2.14256 -2.85310 0.42489 0.62
O 1.76663 1.66213 1.84713 -0.46
O -0.62731 -1.01331 1.66762 -0.47
O 0.46827 -0.11473 3.38404 -0.43
```

***

1 is preferred energetically. Next in line: 137.9 kcal/mol higher.

***

1:
Computed, not measured: 2 unconnected molecules or ions with the total composition H2N4O3, with ωB97M-V/def2-TZVPD.

Molecular weight (g mol⁻¹): 106.04
LUMO energy (spin up / spin down) (Eh): -0.0421 / -0.0422
HOMO (spin up / spin down) (eV): -9.338 / -9.338

```
9
Properties=species:S:1:pos:R:3:mulliken_charge:R:1
N 1.77404 1.08814 -1.84187 0.41
N 0.28264 0.06106 -0.09481 -0.22
N 0.49191 1.35582 -0.30548 -0.51
N -0.53331 2.08346 -0.90469 1.15
O -0.23137 3.23122 -1.22974 -0.55
O 2.21072 0.10083 -1.51795 -0.12
O -1.49593 1.37921 -1.19964 -0.65
H -0.53934 -0.07434 -0.71115 0.29
H 0.29472 -0.31279 0.79291 0.19
```

***

2:
Computed, not measured: a single H2N4O3 molecule, with ωB97M-V/def2-TZVPD.

Molecular weight (g mol⁻¹): 106.04
LUMO energy (Eh): -0.0243
Structure (SMILES): NN(N=O)[N+](=O)[O-]
HOMO (eV): -9.971

```
9
Properties=species:S:1:pos:R:3:mulliken_charge:R:1
N 1.16935 0.44649 -0.25702 -0.67
N -0.01511 -0.28529 -0.04181 0.57
N -0.22368 -1.56732 0.05354 0.06
O 0.62224 -2.37803 -0.09566 -0.51
N -1.22602 0.54349 0.00786 1.17
O -2.28155 0.02251 0.09583 -0.52
O -0.86648 1.69601 -0.02296 -0.65
H 1.72607 0.05173 0.39842 0.21
H 1.09517 1.47042 -0.13820 0.34
```

***

2 is preferred energetically. Next in line: 4.9 kcal/mol higher.

***

1:
Computed, not measured: a single C3H4F2O molecule, with ωB97M-V/def2-TZVPD.

Molecular weight (g mol⁻¹): 94.06
LUMO energy (Eh): 0.0306
Structure (SMILES): OCC=C(F)F
HOMO (eV): -9.691

```
10
Properties=species:S:1:pos:R:3:mulliken_charge:R:1
O -1.60684 0.48880 0.17468 -0.53
C -0.33464 0.68525 0.81028 -0.26
C 0.76826 -0.21562 0.23421 -0.35
C 0.51743 -0.96909 -0.83012 0.47
F 1.54717 -1.58744 -1.38134 -0.23
F -0.60970 -1.06205 -1.44642 -0.22
H -1.40782 0.37488 -0.76863 0.32
H -0.71516 0.52586 1.84981 0.27
H 0.07105 1.69931 0.77431 0.23
H 1.77027 0.06011 0.58321 0.30
```

***

2:
Computed, not measured: a single C3H4F2O molecule, with ωB97M-V/def2-TZVPD.

Molecular weight (g mol⁻¹): 94.06
LUMO energy (spin up / spin down) (Eh): -0.0540 / -0.0343
HOMO (spin up / spin down) (eV): -9.455 / -10.119

```
10
Properties=species:S:1:pos:R:3:mulliken_charge:R:1
C -1.07586 -0.84941 0.40090 -0.17
C -0.35100 0.57052 0.30409 0.28
C 0.87014 0.57091 -0.59400 -0.22
O -1.63217 -0.84883 -0.79219 -0.46
F -1.06720 1.64036 0.06900 -0.19
F 1.74273 -0.36766 -0.16450 -0.25
H -0.18152 -1.60337 0.71450 0.23
H -1.91430 -0.72314 1.13770 0.25
H 1.18777 1.65267 -0.67559 0.29
H 0.55832 0.30787 -1.69375 0.24
```

***

1 is preferred energetically. Next in line: 65.2 kcal/mol higher.